This record from OMol25 describes the molecule C2ClF5 in a non-equilibrium geometry. The level of theory is ωB97M-V/def2-TZVPD.

```
! wB97M-V def2-TZVPD RIJCOSX def2/J DEFGRID3
* xyz 0 1
C -0.28 0.69 -0.31
C 0.26 -0.70 0.21
F -1.32 1.07 0.45
F -0.64 0.55 -1.61
F 0.70 1.55 -0.25
F -0.67 -1.59 0.01
F 1.31 -1.10 -0.48
Cl 0.65 -0.47 1.98
*
```

Properties
**SMILES**: FC(F)(F)C(F)(F)Cl
**Frontier orbital gap**: 0.480 Ha
**HOMO energy**: -12.3 eV
**Energy relative to the best compared isomer or geometry (same formula, charge and spin)**: 0.0 kJ/mol
**E_tot**: -28184.0678 eV

This record from OMol25 describes a structure of composition C2CoF3MgNO4S2 in a non-equilibrium geometry. The level of theory is ωB97M-V/def2-TZVPD.

```
! wB97M-V def2-TZVPD RIJCOSX def2/J DEFGRID3
* xyz 1 5
O -4.29 0.30 0.91
C -3.36 -0.10 0.27
O -2.94 -1.21 -0.09
Co -1.81 1.68 -0.24
Mg -1.13 -1.64 -0.81
N 0.06 1.14 -0.26
S -0.49 0.53 -1.87
S 0.88 0.11 0.61
O 0.39 -1.31 0.45
O 1.06 0.57 1.98
C 2.60 0.00 -0.12
F 2.58 -0.63 -1.28
F 3.08 1.22 -0.29
F 3.38 -0.66 0.72
*
```

Properties
**Frontier orbital gap (alpha / beta)**: 0.284 / 0.281 Ha
**HOMO energy (alpha / beta)**: -13.1 / -14.2 eV
**E_tot**: -84640.5610 eV

This record from OMol25 describes a structure of composition C2CsF6NO4S2 in a non-equilibrium geometry. The level of theory is ωB97M-V/def2-TZVPD.

```
! wB97M-V def2-TZVPD RIJCOSX def2/J DEFGRID3
* xyz 0 1
Cs -1.53 -3.70 0.35
C -1.19 1.21 2.11
F -2.33 1.29 1.42
F -0.53 2.36 1.95
F -1.41 1.00 3.39
S -0.08 -0.13 1.45
O 1.22 0.24 1.91
O -0.58 -1.41 1.89
N -0.30 0.03 -0.15
S 1.11 -0.05 -0.88
O 1.94 1.11 -0.80
O 1.82 -1.30 -0.71
C 0.56 -0.13 -2.64
F 1.62 0.01 -3.42
F 0.01 -1.34 -2.92
F -0.32 0.81 -2.94
*
```

Properties
**Frontier orbital gap**: 0.306 Ha
**HOMO energy**: -9.5 eV
**Energy relative to the best compared isomer or geometry (same formula, charge and spin)**: 47.0 kJ/mol
**E_tot**: -50276.7944 eV

This record from OMol25 describes a structure of composition C2CuFLiO2 in a non-equilibrium geometry. The level of theory is ωB97M-V/def2-TZVPD.

```
! wB97M-V def2-TZVPD RIJCOSX def2/J DEFGRID3
* xyz 0 2
Li 1.66 1.80 -0.83
O 0.73 1.42 0.69
C -0.02 0.38 0.74
C -0.05 -0.67 -0.19
O -0.80 -1.70 -0.15
F 0.54 -0.39 -1.43
Cu -2.05 -0.85 1.18
*
```

Properties
**Frontier orbital gap (alpha / beta)**: 0.206 / 0.204 Ha
**HOMO energy (alpha / beta)**: -6.5 / -6.5 eV
**E_tot**: -53728.2175 eV

This record from OMol25 describes a cluster of 2 separate species, C2F2IO2 in total in a non-equilibrium geometry. The level of theory is ωB97M-V/def2-TZVPD.

```
! wB97M-V def2-TZVPD RIJCOSX def2/J DEFGRID3
* xyz -1 1
C 1.21 -1.21 0.86
C -1.24 1.20 -1.03
O 0.55 -1.76 1.66
O 1.93 -0.69 0.14
F -0.93 -0.06 -1.61
F 0.08 1.90 -1.07
I -1.60 0.63 1.05
*
```

Properties
**Frontier orbital gap**: 0.235 Ha
**HOMO energy**: -3.0 eV
**Energy relative to the best compared isomer or geometry (same formula, charge and spin)**: 87.7 kJ/mol
**E_tot**: -19705.1548 eV

This record from OMol25 describes a structure of composition C2F2IO2 in a non-equilibrium geometry. The level of theory is ωB97M-V/def2-TZVPD.

```
! wB97M-V def2-TZVPD RIJCOSX def2/J DEFGRID3
* xyz -1 1
C 1.24 0.11 0.35
C -0.58 0.10 -0.18
O 1.73 1.05 -0.19
O 1.38 -0.86 1.09
F -1.48 0.73 0.70
F -0.71 0.69 -1.38
I -1.59 -1.82 -0.38
*
```

Properties
**Frontier orbital gap**: 0.277 Ha
**HOMO energy**: -4.5 eV
**Energy relative to the best compared isomer or geometry (same formula, charge and spin)**: 4.9 kJ/mol
**E_tot**: -19706.0137 eV

This record from OMol25 describes a cluster of 2 separate species, C2F2N2 in total in a non-equilibrium geometry. The level of theory is ωB97M-V/def2-TZVPD.

```
! wB97M-V def2-TZVPD RIJCOSX def2/J DEFGRID3
* xyz 0 1
C 0.43 -0.01 1.46
C 0.11 0.20 -0.66
N 0.74 -0.21 2.54
N -0.91 -0.43 -1.04
F 1.10 0.91 -1.12
F -1.66 -0.33 -2.23
*
```

Properties
**Frontier orbital gap**: 0.366 Ha
**HOMO energy**: -12.3 eV
**Energy relative to the best compared isomer or geometry (same formula, charge and spin)**: 336.1 kJ/mol
**E_tot**: -10482.0328 eV

This record from OMol25 describes a structure of composition C2F2O2S in a non-equilibrium geometry. The level of theory is ωB97M-V/def2-TZVPD.

```
! wB97M-V def2-TZVPD RIJCOSX def2/J DEFGRID3
* xyz 0 1
C 0.04 -0.19 -0.55
C -0.25 0.69 0.62
O -0.22 -0.08 -1.70
O 0.83 -1.19 -0.04
F 0.28 0.63 1.78
F 1.39 -1.85 -1.05
S -2.08 1.98 0.94
*
```

Properties
**Frontier orbital gap (alpha / beta)**: 0.233 / 0.233 Ha
**HOMO energy (alpha / beta)**: -9.6 / -9.6 eV
**Energy relative to the best compared isomer or geometry (same formula, charge and spin)**: 417.5 kJ/mol
**E_tot**: -22430.4154 eV

This record from OMol25 describes a cluster of 2 separate species, C2F3IO in total in a non-equilibrium geometry. The level of theory is ωB97M-V/def2-TZVPD.

```
! wB97M-V def2-TZVPD RIJCOSX def2/J DEFGRID3
* xyz 0 1
C 1.27 -0.52 -0.10
C -1.02 0.32 -0.14
O 1.73 -0.98 -1.05
F -1.02 1.65 -0.12
F -1.57 -0.12 -1.28
F -1.59 -0.11 1.01
I 2.20 -0.23 1.69
*
```

Properties
**Frontier orbital gap (alpha / beta)**: 0.300 / 0.296 Ha
**HOMO energy (alpha / beta)**: -9.4 / -9.0 eV
**Energy relative to the best compared isomer or geometry (same formula, charge and spin)**: 220.2 kJ/mol
**E_tot**: -20371.7192 eV

This record from OMol25 describes a structure of composition C2F3NNdO5S2 in a non-equilibrium geometry. The level of theory is ωB97M-V/def2-TZVPD.

```
! wB97M-V def2-TZVPD RIJCOSX def2/J DEFGRID3
* xyz 0 5
O -3.45 -0.34 2.52
C -2.82 -1.21 2.00
O -2.60 -2.33 1.78
Nd -2.66 2.38 2.82
N 0.80 -0.48 0.01
S 0.67 0.34 1.43
O 1.57 1.56 1.37
O -0.92 0.77 1.43
S 0.52 0.39 -1.35
O -0.55 -0.28 -2.18
C 2.07 -0.12 -2.27
F 3.15 0.29 -1.62
F 2.15 -1.43 -2.45
F 2.06 0.46 -3.48
*
```

Properties
**Frontier orbital gap (alpha / beta)**: 0.120 / 0.123 Ha
**HOMO energy (alpha / beta)**: -6.6 / -6.7 eV
**Energy relative to the best compared isomer or geometry (same formula, charge and spin)**: 440.2 kJ/mol
**E_tot**: -58895.8342 eV

This record from OMol25 describes the molecule C2F3NO3 in a non-equilibrium geometry. The level of theory is ωB97M-V/def2-TZVPD.

```
! wB97M-V def2-TZVPD RIJCOSX def2/J DEFGRID3
* xyz 0 1
C -1.46 -0.15 0.30
C 0.08 0.51 0.09
N 1.35 -0.53 -0.33
O -1.98 -0.13 1.35
O 1.17 -1.25 -1.27
O 2.40 -0.36 0.26
F -2.11 -0.46 -0.80
F 0.06 1.45 -0.87
F 0.48 0.94 1.26
*
```

Properties
**SMILES**: O=C(F)C(F)(F)[N+](=O)[O-]
**Frontier orbital gap**: 0.418 Ha
**HOMO energy**: -11.8 eV
**Energy relative to the best compared isomer or geometry (same formula, charge and spin)**: 39.0 kJ/mol
**E_tot**: -17855.0346 eV

This record from OMol25 describes a cluster of 2 separate species, C2F4N2S in total in a non-equilibrium geometry. The level of theory is ωB97M-V/def2-TZVPD.

```
! wB97M-V def2-TZVPD RIJCOSX def2/J DEFGRID3
* xyz 0 1
C 0.30 0.36 -2.47
C 0.40 -0.49 1.36
N 0.28 0.44 -3.61
N 0.27 0.08 -1.25
F 1.60 -0.69 1.84
F -0.10 -1.57 0.79
F -0.33 -0.12 2.39
F -2.60 1.11 0.84
S 0.18 0.88 0.11
*
```

Properties
**Frontier orbital gap (alpha / beta)**: 0.201 / 0.202 Ha
**HOMO energy (alpha / beta)**: -10.3 / -10.3 eV
**Energy relative to the best compared isomer or geometry (same formula, charge and spin)**: 366.9 kJ/mol
**E_tot**: -26753.1589 eV